Entry from the Open Molecules 2025 dataset: 11 unconnected molecules or ions with the total composition C42H77B4F16N14 in a non-equilibrium geometry (ωB97M-V with the def2-TZVPD basis set).

XYZ file:
```
153
Properties=species:S:1:pos:R:3:lowdin_charge:R:1
F -3.861 0.015 -1.063 0.1122
F -6.607 1.565 8.790 0.1098
F 5.421 -3.656 6.304 0.0312
F -4.098 1.270 -2.976 0.0948
F 5.830 -1.642 7.326 0.0822
F -5.067 2.301 7.255 0.0496
F 4.100 -2.810 8.105 0.1069
F 7.213 2.773 -3.645 0.1038
F 6.298 -3.642 8.315 0.0486
F 8.144 1.325 -5.111 0.0744
F -5.031 -0.779 -2.750 0.0627
F -4.612 0.960 8.988 0.0769
F -5.094 3.085 9.441 0.1857
F 9.226 3.329 -4.472 0.1491
F -2.761 -0.655 -3.034 0.0048
F 7.381 3.292 -5.714 0.0863
N -9.695 -2.309 4.888 -0.0518
N 2.496 -0.492 1.327 -0.0433
N -0.196 7.110 -2.699 -0.0340
N -2.801 -2.976 -8.858 -0.0751
N -8.640 -0.784 3.566 -0.0967
N -2.037 -5.842 6.941 -0.0944
N 7.396 -0.617 -11.619 -0.0437
N 1.976 7.464 -2.953 -0.1149
N -0.470 -6.888 5.619 -0.0819
N 2.321 3.872 9.912 -0.0583
N 3.342 2.466 11.339 -0.0929
N 2.813 -0.558 -0.896 -0.0937
N 8.756 -0.234 -13.328 -0.1086
N -4.649 -1.658 -8.867 -0.0626
C 0.258 -0.014 2.640 -0.0632
C -1.465 -3.540 -8.670 0.0011
C 3.215 8.108 -2.877 -0.0131
C -3.762 -3.511 -9.771 0.0287
C 1.059 -6.629 3.751 -0.0567
C -2.636 -6.408 5.865 -0.0073
C 0.848 -7.267 5.156 -0.1304
C -1.808 6.535 -0.921 -0.0549
C -8.686 -1.954 2.878 0.0062
C 8.884 0.772 -12.402 -0.0104
C -1.646 -7.007 5.027 -0.0197
C 6.463 -1.227 -10.639 -0.1672
C -3.374 -1.793 -8.377 0.0491
C -11.418 -2.089 6.616 -0.0677
C 3.738 -1.057 1.096 0.0021
C -1.598 7.202 -2.268 -0.1746
C -5.535 -0.476 -8.611 -0.1135
C 4.039 -0.895 -0.248 0.0343
C -4.908 -2.681 -9.742 0.0042
C 0.818 7.929 -2.387 0.0169
C 1.765 6.176 -3.444 0.0280
C 9.526 -0.417 -14.557 0.0331
C 7.819 -1.118 -12.888 0.0668
C -5.865 0.258 -9.965 -0.0517
C 7.002 -2.462 -9.885 -0.0512
C -9.247 -2.883 3.752 -0.0272
C 2.289 1.826 10.746 0.0075
C -9.393 -0.982 4.744 0.0540
C 8.160 0.480 -11.304 0.0041
C 3.321 3.715 10.789 0.0131
C -8.180 0.497 3.137 0.0094
C 1.792 -0.323 2.647 -0.1261
C 0.422 5.940 -3.250 0.0269
C 2.074 5.085 9.165 -0.1532
C -10.284 -2.973 6.072 -0.1308
C 2.788 5.103 7.785 -0.0538
C -0.653 -6.155 6.796 0.0946
C 1.629 2.683 9.876 0.0283
C 1.886 -0.284 0.071 0.0405
C -2.783 -5.175 7.969 0.0102
C 2.705 -0.400 -2.341 0.0086
C 4.241 1.941 12.282 0.0011
B -5.350 2.071 8.627 -1.4218
B -3.909 0.007 -2.432 -1.2743
B 8.067 2.663 -4.704 -1.4135
B 5.342 -2.927 7.532 -1.2688
H 2.348 0.520 3.057 0.1250
H -1.530 -4.594 -8.400 0.1030
H 0.081 -5.903 7.548 0.1620
H 5.565 -1.458 -11.212 0.1202
H 7.376 -1.926 -13.451 0.1604
H -5.006 0.580 -10.553 0.0800
H 3.628 1.513 13.075 0.1158
H -0.261 5.133 -3.471 0.1356
H 0.678 2.564 9.377 0.1452
H 6.119 -0.454 -9.951 0.1263
H 4.939 2.659 12.713 0.1128
H -1.701 -7.705 4.205 0.1446
H 3.516 -0.929 -2.841 0.1044
H 3.891 7.656 -3.602 0.1182
H -10.748 -3.896 5.723 0.1267
H -9.437 -3.944 3.675 0.1345
H 2.241 5.981 9.763 0.1332
H -1.886 8.248 -2.163 0.1298
H -0.347 -0.876 2.359 0.0757
H 9.713 0.603 -14.891 0.1112
H 2.504 5.974 7.194 0.0791
H -5.874 -2.673 -10.224 0.1368
H -0.933 6.841 -0.347 0.0802
H 9.563 1.581 -12.630 0.1449
H -0.245 0.124 3.597 0.0853
H -2.738 6.931 -0.512 0.0917
H 0.844 -0.095 -0.139 0.1576
H -9.519 -3.138 6.830 0.1375
H -8.180 -2.045 1.929 0.1417
H -11.020 -1.344 7.304 0.0818
H -2.903 -1.092 -7.704 0.1623
H 2.005 -6.962 3.325 0.0857
H 8.010 0.921 -10.330 0.1529
H 2.371 4.343 7.124 0.0736
H 10.374 -1.073 -14.363 0.1135
H -8.932 1.235 3.418 0.1117
H 0.013 0.796 1.952 0.0717
H 2.202 0.757 10.868 0.1469
H -5.025 0.130 -7.862 0.1220
H 1.352 -5.584 3.850 0.0743
H 3.671 7.856 -1.920 0.1125
H 1.586 -6.971 5.901 0.1398
H -0.965 -3.478 -9.637 0.1035
H 1.763 -0.839 -2.668 0.1039
H -12.033 -1.576 5.876 0.0907
H -3.316 -5.994 8.451 0.1122
H 6.393 -2.542 -8.985 0.0805
H -3.605 -4.373 -10.402 0.1310
H -6.541 1.112 -9.907 0.0835
H 0.884 -8.343 4.989 0.1325
H -3.684 -6.289 5.631 0.1356
H -0.873 -3.129 -7.852 0.1034
H -2.187 -4.588 8.668 0.1156
H -1.818 5.445 -0.941 0.0842
H 4.972 -1.067 -0.764 0.1394
H 0.873 8.849 -1.824 0.1739
H -6.473 -0.764 -8.137 0.1295
H -2.277 6.860 -3.049 0.1338
H 2.560 5.536 -3.799 0.1450
H -3.573 -4.571 7.523 0.1083
H 4.349 -1.261 1.963 0.1453
H 0.230 -6.597 3.044 0.0748
H 3.156 9.196 -2.867 0.1148
H -12.000 -2.702 7.304 0.0875
H 3.872 4.992 7.813 0.0806
H 4.863 1.169 11.829 0.1198
H 8.878 -0.954 -15.250 0.1029
H -6.456 -0.424 -10.577 0.0648
H -9.602 -0.190 5.447 0.1676
H 3.988 4.494 11.127 0.1712
H -7.224 0.725 3.607 0.1149
H 1.004 5.081 8.959 0.1301
H 2.024 -1.199 3.253 0.1273
H 7.995 -2.213 -9.511 0.0850
H 2.780 0.650 -2.622 0.1052
H 6.994 -3.399 -10.442 0.0793
H -8.000 0.474 2.062 0.1098
```

The total charge is +3. The orbital gap comes out at 7.8 eV. The calculation puts the LUMO energy at -4.76 eV.